This record from OMol25 describes 2 unconnected molecules or ions with the total composition C3H8NO5P2. The level of theory is wB97M-V/def2-TZVPD.

The geometry in XYZ format:
```
19
C3H8NO5P2, DFT wB97M-V/def2-TZVPD
P -0.6385 0.6597 2.0925
P -1.5164 -1.4971 0.9977
O -1.1242 1.7991 2.8678
O -0.0324 -1.9849 0.7927
O -2.4379 -2.5611 0.6600
O -1.4514 -0.9526 2.5620
O 0.7940 0.2894 2.0243
N 0.4451 0.5231 -1.9132
C 1.2585 -0.5670 -1.9448
C 0.9009 1.5958 -1.1599
C -1.5514 0.2303 0.5003
H 1.5199 1.1228 -0.3414
H -0.0110 2.0257 -0.7802
H 1.0512 -1.0871 -2.8236
H -2.4306 0.9323 0.3349
H 1.5204 2.2356 -1.8919
H 0.8546 -1.2797 -1.1772
H 2.3217 -0.3080 -1.7092
H 0.5276 -1.1763 0.9092
```

Properties
relative energy (zero: lowest compared OMol25 entry of this formula, charge and spin): 351.3 kJ/mol
energy: -33548.335 eV
gap between HOMO and LUMO (spin up / spin down): 0.3289 / 0.3059 Eh
strongest force on any atom: 2.85 eV Å⁻¹
total charge: -1
LUMO energy (spin up / spin down): 0.1153 / 0.0915 hartree

This record from OMol25 describes a molecular structure, C40H36N2PtS3Sb. The level of theory is wB97M-V/def2-TZVPD.

The geometry in XYZ format:
```
83
C40H36N2PtS3Sb, DFT wB97M-V/def2-TZVPD
Pt 1.2607 -1.0454 0.0200
Sb -1.2929 -1.3186 -0.6515
S 3.8652 -2.8223 3.1627
S 2.1135 1.7687 -1.3576
S 3.2750 -2.4366 0.1922
N 1.7498 -1.6915 2.1396
N 1.7059 0.9039 -0.0113
C 0.9448 5.3704 -0.0172
C -2.1441 -2.5747 0.7987
C 5.9820 1.9221 -0.2043
C 4.6385 1.5719 -0.2555
C -1.7057 -4.4551 2.2436
C 1.0193 -2.2460 -2.9687
C 6.4876 2.8732 -1.0777
C -3.4955 -2.5582 1.1498
C -0.5447 4.6990 -1.8026
C -3.0464 -4.4492 2.6121
C 3.8287 2.2042 -1.1860
C 5.6593 3.4854 -2.0119
C -1.9946 -3.2024 -5.0616
C -0.1613 5.6119 -0.8305
C -2.8263 2.6701 0.1539
C -0.6897 -2.9643 -4.6497
C -3.1025 2.2774 -2.2091
C -4.5201 -1.6132 0.5778
C -1.5006 -2.1657 -2.5592
C 4.3164 3.1533 -2.0769
C -0.4135 -2.4467 -3.3884
C 1.2691 3.3003 -1.1469
C 1.5627 -1.6187 3.4606
C 1.4931 -1.6767 6.2173
C 0.1693 3.5206 -1.9667
C 2.6441 -2.1984 4.2201
C -3.0598 -2.9254 -4.2192
C -3.2611 3.0907 -1.0976
C -2.5097 1.0311 -2.0647
C 0.3975 -1.1329 5.4782
C -3.9158 -3.5166 2.0747
C 1.6767 4.2075 -0.1709
C -1.8242 0.9724 1.7048
C 2.6141 -2.2158 5.5978
C 2.9222 -2.3029 1.8196
C -1.2561 -3.5150 1.3370
C -2.8145 -2.4004 -2.9596
C -2.2362 1.4248 0.3307
C 0.4164 -1.0960 4.1209
C -2.1021 0.6097 -0.7996
H 1.1971 -1.2051 -2.6372
H 3.4231 -2.6379 6.1783
H 1.7061 -2.4197 -3.7955
H -0.8423 0.4887 1.6874
H -1.7642 1.8164 2.3905
H -2.9625 3.3168 1.0122
H -1.3883 4.9086 -2.4458
H -3.4184 -5.1858 3.3116
H -5.1172 -1.1692 1.3743
H -3.6493 -2.1876 -2.3002
H -2.5464 0.2605 2.1158
H -3.7299 4.0606 -1.2015
H -5.2131 -2.1546 -0.0689
H -0.4591 -0.7564 6.0201
H -0.2129 -3.5267 1.0334
H -0.4087 -0.7050 3.5427
H -4.0764 -3.1123 -4.5370
H -4.9602 -3.5317 2.3629
H 6.0584 4.2251 -2.6922
H 1.4415 -1.6766 7.2985
H 3.6686 3.6339 -2.7999
H -0.1123 2.8022 -2.7265
H -0.7192 6.5310 -0.7101
H -1.0279 -5.1951 2.6477
H 0.1306 -3.1922 -5.3186
H 1.2480 6.1017 0.7194
H 6.6338 1.4492 0.5175
H 4.2429 0.8198 0.4147
H -2.3853 0.3928 -2.9306
H -3.4442 2.6028 -3.1827
H 2.5626 4.0313 0.4274
H 1.2955 -2.9330 -2.1641
H -4.0847 -0.8004 -0.0019
H 7.5353 3.1381 -1.0356
H 1.9614 1.3406 0.8728
H -2.1772 -3.6109 -6.0463
```

Properties
multiplicity: 5
relative energy (zero: lowest compared OMol25 entry of this formula, charge and spin): 0.0 kJ/mol
energy: -87305.676 eV
gap between HOMO and LUMO (spin up / spin down): 0.2860 / 0.1699 Eh
strongest force on any atom: 0.43 eV Å⁻¹
total charge: +3
LUMO energy (spin up / spin down): -0.3092 / -0.4271 hartree

This record from OMol25 describes a molecular structure, C30H26B2Cl2F9IrN9O6S. The level of theory is wB97M-V/def2-TZVPD.

The geometry in XYZ format:
```
86
C30H26B2Cl2F9IrN9O6S, DFT wB97M-V/def2-TZVPD
Ir 0.1199 -1.0629 -0.4824
Cl -3.7763 2.9134 2.3596
Cl 0.7426 4.9768 4.5748
S 2.9773 -0.2186 -2.4853
F 1.4013 0.1040 -4.9674
F 0.1865 -3.7112 -4.2103
F -2.0245 -0.0773 3.4870
F -1.6140 -3.3717 -2.7699
F -0.5241 1.1281 2.2588
F 3.9921 -4.6588 -4.7227
F 2.5274 -3.9948 -6.8918
F 1.2376 -1.6291 -7.0270
F 4.1918 -2.9090 -2.6601
O 2.0457 0.9776 0.9609
O 0.3194 0.9836 -0.4541
O -2.1582 -0.2079 1.1922
O 0.5945 -3.5282 -1.9597
O -0.2899 -1.2252 2.5611
O -0.1766 -1.5930 -3.3482
N 3.5895 -2.2398 0.4654
N 2.1625 -1.1146 -1.1573
N -1.7541 -0.5332 -0.0336
N -0.8018 3.9501 2.3735
N -0.7214 -0.9539 -2.2928
N 4.8197 -2.8605 2.2604
N 3.8318 -0.7705 2.2898
N 0.1856 -1.8299 1.4631
N 0.2931 -3.0570 -0.7420
C -2.5408 5.2438 -0.5479
C -1.7771 4.6402 -1.5543
C -1.9519 -0.5721 -2.3448
C 2.6315 -3.1423 -5.8982
C 3.3893 -3.4818 -4.7829
C -2.7777 -0.5938 -3.5792
C 2.9146 -1.6000 -0.3236
C 3.4866 -2.5827 -3.7469
C -2.9419 4.3783 5.9445
C -2.5098 -0.2104 -1.0324
C 0.5452 -3.8028 0.2817
C -0.9339 4.5639 4.6785
C 0.3442 -3.1136 1.5605
C -3.8434 0.4276 -0.8844
C -2.2045 5.0444 0.7611
C -0.2325 3.7182 0.0663
C -1.5984 4.7158 5.8756
C 1.1001 3.0705 0.3377
C 4.0788 -1.9149 1.7120
C -1.0901 4.2262 1.0928
C -1.5871 4.0948 3.5257
C -2.9326 3.7056 3.6367
C 0.9287 -5.2357 0.1789
C 1.1640 1.5488 0.3286
C -3.6000 3.8659 4.8392
C 2.0534 -1.0478 -4.9030
C 0.1941 -3.8812 2.8282
C 2.8247 -1.3557 -3.7825
C -0.6339 3.9058 -1.2383
C 1.9692 -1.9256 -5.9650
B -0.3076 -3.0939 -3.1087
B -1.2234 -0.0749 2.3913
H 5.0310 -3.6872 1.7230
H -3.4771 4.4974 6.8764
H -3.9076 1.3082 -1.5255
H -2.8780 0.4234 -3.9669
H 0.1141 3.5539 2.5567
H 5.2506 -2.7514 3.1648
H 1.6600 -5.4998 0.9413
H -4.6334 3.5574 4.9052
H 1.1017 -4.4567 3.0215
H 3.1353 -0.1199 1.8930
H 4.2185 -0.5551 3.1967
H -2.0429 4.7901 -2.5924
H -4.6240 -0.2661 -1.2027
H 1.7557 3.3980 -0.4741
H 0.0443 -5.8570 0.3422
H -1.0700 5.0985 6.7367
H 1.5846 3.4097 1.2534
H -2.7563 5.5215 1.5580
H 1.3203 -5.4579 -0.8090
H -3.3806 5.8744 -0.8035
H -0.6244 -4.5981 2.7413
H -3.7766 -0.9692 -3.3639
H -0.0033 -3.2206 3.6647
H -0.0211 3.5061 -2.0360
H -4.0236 0.7063 0.1482
H -2.3123 -1.2131 -4.3381
```

Properties
multiplicity: 2
relative energy (zero: lowest compared OMol25 entry of this formula, charge and spin): 7.9 kJ/mol
energy: -121748.845 eV
gap between HOMO and LUMO (spin up / spin down): 0.2702 / 0.2172 Eh
strongest force on any atom: 0.50 eV Å⁻¹
total charge: +2
LUMO energy (spin up / spin down): -0.2329 / -0.2876 hartree

Which of these has the lowest total charge?
C3H8NO5P2

Which of these has the lowest relative energy (zero: lowest compared OMol25 entry of this formula, charge and spin)?
C40H36N2PtS3Sb